(1)
The following is a quantum chemistry calculation of a molecular structure, C44H35BrGeN6O2S2Ti in a non-equilibrium geometry, from the OMol25 dataset.

Spin multiplicity: 2
ΔE to the lowest compared entry with this formula, charge and spin (eV): 0.0651
Total charge: +1
E_HOMO (spin up / spin down) (eV): -9.77 / -9.64

Structure (XYZ):
```
92
C44H35BrGeN6O2S2Ti | the OMol25 dataset | ωB97M-V/def2-TZVPD
C -2.919 -3.114 1.907
C 0.873 0.953 -2.112
H -6.311 1.656 2.496
H 0.691 -3.265 0.025
H -0.598 3.678 -3.652
C 0.722 -4.168 -3.218
C -0.947 -2.870 3.263
N -0.282 -2.249 -1.490
Ge -1.387 1.455 1.099
C 0.796 -1.311 2.527
C 2.727 -0.895 3.882
H 1.600 -2.732 5.527
C 3.642 -2.183 -4.966
C -0.979 1.383 3.027
C 4.056 -1.222 -5.902
H 1.276 2.435 5.348
N 1.237 -0.438 1.590
C 0.314 3.687 0.325
H -2.886 -1.949 0.094
C 0.445 1.880 4.929
C -0.297 2.788 -3.128
C -0.274 0.998 5.726
C -6.088 0.868 0.516
H -0.007 0.860 6.766
C -0.546 -2.180 -2.798
C -2.358 -2.216 0.999
C 2.377 0.201 1.792
C 3.149 0.008 2.940
C 1.011 -4.225 -1.864
H 3.125 -2.570 -2.928
H -2.487 5.992 -0.949
H 0.667 2.776 3.008
Br -0.451 -2.952 -5.513
C 0.637 4.921 -0.220
C -5.191 0.524 -0.486
H -0.130 6.721 -1.107
H 2.696 0.885 1.016
C -3.829 0.681 -0.268
H -2.556 -0.020 3.454
H -3.903 1.939 2.865
C 1.522 -1.592 3.688
H 4.314 -2.536 -7.454
C -1.696 0.513 3.851
Ti 0.021 -0.465 -0.167
C -1.011 3.257 0.425
H -2.611 -4.148 3.758
N 1.618 -0.015 -1.497
C 4.253 0.097 -5.472
C -1.095 1.907 -2.495
H -2.168 1.979 -2.419
C -1.695 5.344 -0.594
H -5.551 0.142 -1.433
C -2.007 4.109 -0.047
H 4.743 -0.931 -7.812
H -3.892 -3.534 1.701
H 1.106 -4.910 -3.904
N 4.242 -1.564 -7.214
H 1.673 5.228 -0.286
C 4.022 0.450 -4.158
C 1.013 -2.537 4.640
C 0.093 2.068 3.600
H -1.938 -0.355 5.798
S 3.235 -0.089 -1.586
H 3.310 -1.077 4.776
S 1.373 2.349 -2.960
H 1.127 3.041 0.652
C 0.489 -3.244 -1.042
H 4.200 1.466 -3.832
H 4.070 0.560 3.053
C -0.373 5.755 -0.684
C -3.327 1.179 0.937
N -0.435 0.837 -1.913
O 3.576 -1.204 -0.740
N -1.183 -1.636 1.196
C -0.168 -3.155 4.433
H -3.049 3.810 0.015
C -1.354 0.318 5.182
C -4.249 1.532 1.921
H -7.153 0.750 0.359
H 1.634 -5.004 -1.451
C 3.416 -1.824 -3.656
C 3.590 -0.505 -3.247
C -5.613 1.374 1.717
H 3.515 -3.213 -5.276
H 4.597 0.843 -6.178
C -2.209 -3.447 3.037
H -1.139 -1.341 -3.135
C -0.479 -1.957 2.313
O 3.794 1.212 -1.315
C -0.065 -3.125 -3.687
H -3.138 0.423 -1.069
H -0.561 -3.864 5.150
```

(2)
The following is a quantum chemistry calculation of 2 unconnected molecules or ions with the total composition C2H8NO2P in a non-equilibrium geometry, from the OMol25 dataset.

ΔE to the lowest compared entry with this formula, charge and spin (eV): 7.0331
E_HOMO (spin up / spin down) (eV): -8.22 / -8.37

Structure (XYZ):
```
14
C2H8NO2P | the OMol25 dataset | ωB97M-V/def2-TZVPD
P -0.322 0.407 0.393
H 0.790 1.792 -1.391
H -1.456 1.583 1.620
C 2.409 -1.200 0.503
H -1.076 1.513 -1.622
H 2.374 -0.835 -0.498
N -1.838 -0.265 0.485
O -2.137 -1.479 -0.141
H 2.324 -0.415 1.182
O -0.554 1.741 1.274
H 1.933 -2.193 0.811
H 0.203 0.355 -1.985
H -2.519 -2.075 0.661
C -0.133 1.070 -1.292
```

(3)
The following is a quantum chemistry calculation of a molecular structure, C33H37BF4HfN3P2 in a non-equilibrium geometry, from the OMol25 dataset.

Total charge: +3
E_HOMO (eV): -16.96

Structure (XYZ):
```
81
C33H37BF4HfN3P2 | the OMol25 dataset | ωB97M-V/def2-TZVPD
B -0.041 0.551 4.074
F 0.812 1.305 2.815
F -0.982 1.479 4.373
C -4.032 2.257 -0.286
H 3.146 2.334 1.046
H -5.357 1.092 0.968
H -1.034 4.510 -0.378
C -1.108 -0.923 -1.883
H -3.058 4.035 -1.798
H -3.376 -6.233 0.683
H -4.429 -0.336 -2.663
C 0.143 2.852 -1.086
F 0.784 0.109 4.948
H -1.770 1.505 2.192
C -2.514 -0.940 -1.838
H 5.112 -0.779 4.244
C -1.615 -4.048 -1.127
H -4.525 3.231 -0.210
H -3.278 -0.446 0.744
F -0.518 -0.441 3.150
P 2.557 -0.200 -0.111
H -4.444 1.768 -1.175
C 4.139 -0.473 2.279
H 0.512 -0.225 -3.010
C -2.846 -5.307 0.435
C -1.675 1.806 0.175
C 3.671 1.078 -0.622
C 2.127 -2.124 3.431
H 1.626 -3.092 -0.084
C -2.258 3.292 -1.648
H 3.235 -2.063 5.202
C 4.548 3.319 -0.249
C 1.995 -1.636 2.099
N -1.961 0.977 1.332
H 4.614 0.003 -2.231
N -2.605 2.407 -0.489
H -2.973 -1.529 -1.019
H 2.568 -1.163 -2.322
C 1.386 -2.514 -1.011
H 1.039 3.292 -0.799
C 2.584 -1.545 -1.318
H 1.295 -2.688 3.848
C -2.723 0.468 -3.736
C 3.215 -1.722 4.149
H 1.176 -2.042 1.589
H 5.985 3.999 -1.750
H 3.486 -2.093 -1.295
Hf 0.250 0.318 1.130
C -2.416 -5.177 -0.886
C -1.366 0.448 -3.852
H -3.232 -4.487 2.313
C -1.363 -3.125 -0.145
C 5.384 3.171 -1.387
H 4.926 0.180 1.922
C -2.671 -4.341 1.398
C 3.715 2.279 0.096
C -0.916 3.899 -1.286
H -3.355 1.009 -4.454
H -2.671 -5.931 -1.611
N -0.336 1.908 -0.045
H 4.540 4.224 0.356
H -1.263 -3.768 -2.162
C 4.518 0.920 -1.726
C -1.880 -3.227 1.166
C -3.312 -0.270 -2.733
H -3.391 -0.072 2.443
H -4.345 2.225 1.876
H -0.918 0.988 -4.692
H -2.189 2.690 -2.633
C 5.454 1.941 -2.018
C -0.549 -0.184 -2.895
C 3.003 -0.854 1.545
H -1.604 -2.489 1.923
H 1.256 -3.235 -1.833
C -3.324 0.407 1.433
H -0.574 4.626 -2.116
H 6.112 1.692 -2.860
C -4.334 1.519 1.063
C 4.258 -0.940 3.587
P -0.263 -1.763 -0.531
H 0.221 2.318 -2.022
```

(4)
The following is a quantum chemistry calculation of a molecular structure, C6H25BeN12O7 in a non-equilibrium geometry, from the OMol25 dataset.

ΔE to the lowest compared entry with this formula, charge and spin (eV): 0.0000
Total charge: +1
E_HOMO (eV): -11.25

Structure (XYZ):
```
51
C6H25BeN12O7 | the OMol25 dataset | ωB97M-V/def2-TZVPD
C 0.361 1.439 2.616
N 1.185 2.421 2.860
H 5.443 -0.209 -3.926
H -5.579 0.643 -0.471
N -3.243 -0.605 -2.344
H -0.452 1.669 4.497
H 2.582 1.355 -2.419
H 1.460 0.095 -2.855
H 5.871 -3.312 -2.942
C 4.719 -1.705 -2.639
N 3.458 1.838 -4.615
H -2.630 -0.593 -1.549
H -3.820 0.506 -0.134
O -1.228 -1.258 0.236
C 0.453 -2.502 2.700
N 2.042 0.875 -3.125
N 5.240 -2.918 -2.243
N -3.671 2.252 3.949
N -4.726 2.840 1.940
H -5.253 3.605 2.259
C 2.293 1.116 -4.427
H 1.956 -3.953 3.015
H -0.826 -1.497 -0.566
O -5.490 -0.345 -2.677
H -1.202 -3.077 1.558
H 3.568 2.008 -5.621
O 0.116 -1.333 2.646
H 3.602 2.562 -3.946
C -4.507 -0.171 -1.980
H 2.329 -2.230 3.246
Be -0.488 -0.467 1.115
H 1.016 2.973 3.688
H 1.673 2.957 2.128
O 0.158 0.808 1.552
O 3.661 -1.190 -2.325
H -3.057 -1.391 -2.921
N -0.439 1.197 3.637
H -4.616 2.797 0.966
N 1.679 -2.966 3.229
O 1.598 0.750 -5.382
H -3.805 1.327 4.315
H -4.534 2.813 4.182
H 4.814 -3.395 -1.449
H -1.363 0.823 3.439
N -0.545 -3.419 2.271
N 5.671 -1.126 -3.493
N -4.592 0.597 -0.792
H -0.370 -4.422 2.132
H 6.324 -1.776 -3.813
C -3.783 2.176 2.550
O -3.056 1.418 1.928
```

no.,calculated total energy (eV),M (u)
1,-230574.2356,944.3
2,-17072.3564,109.1
3,-70705.7464,802.9
4,-39244.8499,386.4